# 1
This record from OMol25 describes a 2-piece molecular cluster, C9H14 overall at a distorted geometry. The level of theory is ωB97M-V/def2-TZVPD.

The HOMO energy is -8.9831 eV. The energy above the lowest of the compared OMol25 structures with the same formula, charge and spin is 2.756 eV. The total energy is -351.2289 hartree. As for the structure (SMILES): Cc1ccccc1.CC. As for the charge: 0. For the frontier orbital gap, the calculation gives 9.97 eV.

Last column: Löwdin charge in e.
Element x y z (Å)
C 1.5383 1.9666 0.0356  -0.08
C 1.2372 0.9579 -1.0214  -0.25
C 1.8371 -0.2471 -1.4077  -0.06
C 1.1497 -1.1961 -2.1528  -0.10
C -0.2315 -1.0801 -2.4120  -0.11
C -0.8897 0.0690 -2.0707  -0.03
C -0.1396 1.0942 -1.2554  -0.02
H 1.6059 1.5770 0.9695  0.03
H 1.0133 2.9024 -0.0375  0.07
H 2.5837 2.4267 0.0868  0.10
H 2.8165 -0.6259 -1.1626  0.10
H 1.6307 -2.1598 -2.5645  0.13
H -0.5339 -1.9912 -2.8866  0.09
H -1.8376 0.3322 -2.2970  0.05
H -0.6343 1.9611 -0.9203  0.08
C -0.6809 -0.5946 2.2619  -0.18
C -2.1596 -0.9307 2.5814  -0.15
H -0.1832 -0.2351 3.1315  0.05
H -0.1713 -1.4941 2.0456  0.05
H -0.4044 0.1547 1.5850  0.03
H -2.5663 -1.5549 3.3356  0.03
H -2.6005 0.1515 2.5933  0.09
H -2.3795 -1.4838 1.5624  0.09

---

# 2
This record from OMol25 describes a 2-piece molecular cluster, C9H14 overall at a distorted geometry. The level of theory is ωB97M-V/def2-TZVPD.

The HOMO energy is -9.0574 eV. The energy above the lowest of the compared OMol25 structures with the same formula, charge and spin is 0.324 eV. The total energy is -351.3183 hartree. As for the structure (SMILES): Cc1ccccc1.CC. As for the charge: 0. For the frontier orbital gap, the calculation gives 10.09 eV.

Last column: Löwdin charge in e.
Element x y z (Å)
C -1.9422 -1.5957 1.1294  -0.05
C -0.9082 -0.5723 1.4826  -0.28
C -0.3884 0.3146 0.5643  -0.06
C 0.7102 1.1327 0.8520  -0.09
C 1.1448 1.2562 2.1533  -0.09
C 0.5709 0.4155 3.1172  -0.10
C -0.4222 -0.4764 2.8029  -0.06
H -2.9261 -1.4340 1.5618  0.08
H -1.6091 -2.6029 1.3475  0.08
H -2.0821 -1.5839 0.0428  0.07
H -0.8254 0.3649 -0.4339  0.10
H 1.1741 1.6779 0.0450  0.10
H 1.9202 1.9520 2.4365  0.10
H 0.8999 0.4733 4.1442  0.10
H -0.8388 -1.1759 3.5094  0.11
C 0.3003 0.8098 -3.4293  -0.17
C 1.0791 -0.3493 -2.7938  -0.17
H 0.1507 0.6545 -4.4920  0.06
H -0.6255 0.9763 -2.8717  0.05
H 0.8353 1.7591 -3.3495  0.06
H 0.4176 -1.0590 -2.2930  0.05
H 1.7382 0.0011 -1.9922  0.05
H 1.6268 -0.9386 -3.5331  0.06

---

Number 1 is which compound? C9H14

---

Which formula does entry 2 have? C9H14